1.
# C22H29N3O6S

C22H29N3O6S in the gas phase (ωB97M-V/def2-TZVPD, the Open Molecules 2025 dataset).

Properties
Charge   0
Structure (SMILES)   CCOC(=O)N1CCC(NC(=O)C[C@H](NS(=O)(=O)c2ccc(C)cc2)c2ccco2)CC1
Max |F|   0.94 eV/Å
Electronic energy   -50876.106 eV

Last columns: bonded neighbours and bond lengths (Å).
Atoms and positions in Å:
1 C 2.540 3.434 -0.213  C2 1.523, H33 1.087, H34 1.088, H35 1.087
2 C 3.904 3.314 -0.879  C1 1.523, O3 1.424, H36 1.092, H37 1.095
3 O 4.262 1.950 -1.079  C2 1.424, C4 1.351
4 C 4.723 1.298 0.011  O3 1.351, O5 1.209, N6 1.362
5 O 4.979 1.835 1.063  C4 1.209
6 N 4.938 -0.023 -0.238  C4 1.362, C7 1.447, C32 1.447
7 C 4.376 -0.685 -1.396  N6 1.447, C8 1.528, H38 1.089, H39 1.095
8 C 2.970 -1.193 -1.082  C7 1.528, C9 1.536, H40 1.091, H41 1.093
9 C 2.986 -2.102 0.156  C8 1.536, N10 1.452, C31 1.529, H42 1.096
10 N 1.626 -2.414 0.558  C9 1.452, C11 1.347, H43 1.013
11 C 0.853 -3.296 -0.104  N10 1.347, O12 1.212, C13 1.532
12 O 1.268 -4.109 -0.902  C11 1.212
13 C -0.629 -3.206 0.276  C11 1.532, C14 1.541, H44 1.091, H45 1.090
14 C -1.183 -1.785 0.058  C13 1.541, N15 1.453, C26 1.498, H46 1.095
15 N -0.691 -0.886 1.089  C14 1.453, S16 1.678, H47 1.009
16 S -0.498 0.727 0.669  N15 1.678, O17 1.432, O18 1.430, C19 1.781
17 O 0.295 0.745 -0.523  S16 1.432
18 O 0.002 1.362 1.849  S16 1.430
19 C -2.148 1.293 0.310  S16 1.781, C20 1.380, C25 1.380
20 C -2.559 1.431 -1.000  C19 1.380, C21 1.383, H48 1.078
21 C -3.871 1.784 -1.259  C20 1.383, C22 1.393, H49 1.080
22 C -4.770 1.992 -0.216  C21 1.393, C23 1.496, C24 1.391
23 C -6.188 2.366 -0.513  C22 1.496, H50 1.088, H51 1.090, H52 1.086
24 C -4.326 1.859 1.096  C22 1.391, C25 1.383, H53 1.080
25 C -3.015 1.509 1.363  C19 1.380, C24 1.383, H54 1.079
26 C -2.680 -1.776 -0.005  C14 1.498, C27 1.366, O30 1.348
27 C -3.627 -1.950 0.963  C26 1.366, C28 1.416, H55 1.071
28 C -4.881 -1.790 0.325  C27 1.416, C29 1.359, H56 1.070
29 C -4.602 -1.532 -0.979  C28 1.359, O30 1.343, H57 1.071
30 O -3.275 -1.518 -1.186  C26 1.348, C29 1.343
31 C 3.694 -1.417 1.325  C9 1.529, C32 1.531, H58 1.091, H59 1.093
32 C 5.072 -0.902 0.904  N6 1.447, C31 1.531, H60 1.091, H61 1.094
33 H 2.222 4.473 -0.209  C1 1.087
34 H 1.806 2.833 -0.745  C1 1.088
35 H 2.592 3.077 0.813  C1 1.087
36 H 3.894 3.747 -1.882  C2 1.092
37 H 4.672 3.802 -0.270  C2 1.095
38 H 4.356 0.014 -2.231  C7 1.089
39 H 5.034 -1.523 -1.648  C7 1.095
40 H 2.576 -1.752 -1.932  C8 1.091
41 H 2.310 -0.342 -0.894  C8 1.093
42 H 3.478 -3.048 -0.094  C9 1.096
43 H 1.149 -1.677 1.062  N10 1.013
44 H -0.760 -3.493 1.320  C13 1.091
45 H -1.175 -3.910 -0.352  C13 1.090
46 H -0.797 -1.389 -0.887  C14 1.095
47 H -1.146 -0.988 1.983  N15 1.009
48 H -1.848 1.260 -1.792  C20 1.078
49 H -4.206 1.894 -2.279  C21 1.080
50 H -6.606 1.707 -1.272  C23 1.088
51 H -6.232 3.384 -0.898  C23 1.090
52 H -6.803 2.310 0.380  C23 1.086
53 H -5.013 2.027 1.912  C24 1.080
54 H -2.650 1.411 2.373  C25 1.079
55 H -3.461 -2.175 1.997  C27 1.071
56 H -5.847 -1.863 0.779  C28 1.070
57 H -5.232 -1.353 -1.827  C29 1.071
58 H 3.792 -2.110 2.162  C31 1.091
59 H 3.093 -0.564 1.650  C31 1.093
60 H 5.532 -0.336 1.715  C32 1.091
61 H 5.726 -1.733 0.624  C32 1.094

Charges computed using Löwdin, reported in e: number 1, C, carries -0.057; number 2, C, carries -0.214; number 3, O, carries -0.008; number 4, C, carries -0.543; number 5, O, carries 0.095; number 6, N, carries -0.041; number 7, C, carries -0.133; number 8, C, carries -0.100; number 9, C, carries -0.298; number 10, N, carries 0.103; number 11, C, carries -0.497; number 12, O, carries 0.070; number 13, C, carries -0.023; number 14, C, carries -0.278; number 15, N, carries -0.094; number 16, S, carries 0.653; number 17, O, carries -0.285; number 18, O, carries -0.273; number 19, C, carries -0.282; number 20, C, carries -0.047; number 21, C, carries -0.030; number 22, C, carries -0.269; number 23, C, carries -0.041; number 24, C, carries -0.024; number 25, C, carries -0.051; number 26, C, carries -0.257; number 27, C, carries -0.018; number 28, C, carries -0.050; number 29, C, carries -0.119; number 30, O, carries 0.051; number 31, C, carries -0.105; number 32, C, carries -0.134; number 33, H, carries 0.077; number 34, H, carries 0.060; number 35, H, carries 0.076; number 36, H, carries 0.121; number 37, H, carries 0.120; number 38, H, carries 0.124; number 39, H, carries 0.130; number 40, H, carries 0.123; number 41, H, carries 0.098; number 42, H, carries 0.155; number 43, H, carries 0.105; number 44, H, carries 0.131; number 45, H, carries 0.133; number 46, H, carries 0.158; number 47, H, carries 0.122; number 48, H, carries 0.121; number 49, H, carries 0.122; number 50, H, carries 0.081; number 51, H, carries 0.088; number 52, H, carries 0.077; number 53, H, carries 0.116; number 54, H, carries 0.118; number 55, H, carries 0.114; number 56, H, carries 0.104; number 57, H, carries 0.124; number 58, H, carries 0.121; number 59, H, carries 0.125; number 60, H, carries 0.123; number 61, H, carries 0.129

=====

2.
# C10H20BN2

An isolated ion of composition C10H20BN2 and charge +1 (ωB97M-V/def2-TZVPD, the Open Molecules 2025 dataset).

Properties
Charge   +1
Structure (SMILES)   CB1C=CC=C[C@]1(N(C)C)[NH+](C)C
Max |F|   0.90 eV/Å
Electronic energy   -14343.699 eV

Last columns: bonded neighbours and bond lengths (Å).
Atoms and positions in Å:
1 C -0.102 1.670 -1.927  B2 1.574, H14 1.091, H15 1.088, H16 1.087
2 B -0.799 0.803 -0.814  C1 1.574, C3 1.530, C7 1.636
3 C -2.321 0.818 -0.662  B2 1.530, C4 1.351, H17 1.081
4 C -2.942 0.184 0.357  C3 1.351, C5 1.442, H18 1.081
5 C -2.209 -0.507 1.389  C4 1.442, C6 1.337, H19 1.080
6 C -0.875 -0.593 1.403  C5 1.337, C7 1.507, H20 1.082
7 C -0.006 -0.148 0.256  B2 1.636, C6 1.507, N8 1.454, N11 1.552
8 N 0.542 -1.300 -0.443  C7 1.454, C9 1.450, C10 1.456
9 C -0.230 -1.752 -1.584  N8 1.450, H21 1.089, H22 1.096, H23 1.087
10 C 0.981 -2.437 0.354  N8 1.456, H24 1.090, H25 1.089, H26 1.095
11 N 1.208 0.558 0.916  C7 1.552, C12 1.470, C13 1.469, H27 1.026
12 C 2.349 0.786 0.018  N11 1.470, H28 1.085, H29 1.088, H30 1.088
13 C 0.796 1.791 1.599  N11 1.469, H31 1.087, H32 1.089, H33 1.089
14 H 0.121 2.676 -1.566  C1 1.091
15 H -0.776 1.822 -2.768  C1 1.088
16 H 0.824 1.262 -2.324  C1 1.087
17 H -2.944 1.353 -1.366  C3 1.081
18 H -4.018 0.198 0.456  C4 1.081
19 H -2.780 -0.941 2.196  C5 1.080
20 H -0.384 -1.112 2.217  C6 1.082
21 H 0.362 -2.484 -2.132  C9 1.089
22 H -1.177 -2.220 -1.293  C9 1.096
23 H -0.449 -0.913 -2.239  C9 1.087
24 H 1.620 -3.051 -0.280  C10 1.090
25 H 1.575 -2.123 1.212  C10 1.089
26 H 0.153 -3.063 0.704  C10 1.095
27 H 1.522 -0.105 1.633  N11 1.026
28 H 2.166 1.660 -0.599  C12 1.085
29 H 3.255 0.947 0.599  C12 1.088
30 H 2.475 -0.087 -0.620  C12 1.088
31 H 0.448 2.514 0.865  C13 1.087
32 H -0.019 1.580 2.291  C13 1.089
33 H 1.634 2.215 2.150  C13 1.089

Charges computed using Löwdin, reported in e: number 1, C, carries -0.019; number 2, B, carries -0.301; number 3, C, carries 0.032; number 4, C, carries -0.043; number 5, C, carries -0.044; number 6, C, carries -0.039; number 7, C, carries -0.317; number 8, N, carries -0.200; number 9, C, carries -0.039; number 10, C, carries -0.061; number 11, N, carries -0.123; number 12, C, carries 0.015; number 13, C, carries 0.026; number 14, H, carries 0.080; number 15, H, carries 0.078; number 16, H, carries 0.066; number 17, H, carries 0.104; number 18, H, carries 0.119; number 19, H, carries 0.120; number 20, H, carries 0.125; number 21, H, carries 0.106; number 22, H, carries 0.111; number 23, H, carries 0.088; number 24, H, carries 0.102; number 25, H, carries 0.086; number 26, H, carries 0.102; number 27, H, carries 0.162; number 28, H, carries 0.096; number 29, H, carries 0.116; number 30, H, carries 0.110; number 31, H, carries 0.110; number 32, H, carries 0.115; number 33, H, carries 0.119

=====

3.
# C7H30O10

A 11-piece molecular cluster, C7H30O10 overall in a non-equilibrium geometry (ωB97M-V/def2-TZVPD, the Open Molecules 2025 dataset).

Properties
Charge   0
Structure (SMILES)   C=C/C=C/C(=C)C.O.O.O.O.O.O.O.O.O.O
Max |F|   2.46 eV/Å
Electronic energy   -28217.034 eV

Last columns: bonded neighbours and bond lengths (Å).
Atoms and positions in Å:
1 C -3.283 1.942 1.595  C2 1.332, H8 1.079, H9 1.086
2 C -2.735 1.663 0.414  C1 1.332, C3 1.496, H10 1.084
3 C -1.438 0.918 0.368  C2 1.496, C4 1.328, H11 1.090
4 C -0.358 1.271 1.055  C3 1.328, C5 1.485, H12 1.098
5 C 1.035 0.900 1.408  C4 1.485, C6 1.329, C7 1.512
6 C 2.006 1.775 1.165  C5 1.329, H13 1.081, H14 1.079
7 C 1.373 -0.517 1.811  C5 1.512, H15 1.078, H16 1.087, H17 1.085
8 H -4.166 2.534 1.778  C1 1.079
9 H -2.891 1.357 2.422  C1 1.086
10 H -3.016 2.192 -0.490  C2 1.084
11 H -1.604 0.057 -0.278  C3 1.090
12 H -0.638 2.013 1.815  C4 1.098
13 H 1.743 2.696 0.664  C6 1.081
14 H 2.942 1.951 1.672  C6 1.079
15 H 0.701 -0.983 2.513  C7 1.078
16 H 1.320 -1.209 0.974  C7 1.087
17 H 2.319 -0.442 2.335  C7 1.085
18 O 3.485 -2.446 0.695  H19 0.951, H20 0.943
19 H 3.780 -2.655 -0.185  O18 0.951
20 H 2.692 -2.930 0.860  O18 0.943
21 O -0.507 4.872 -0.345  H22 0.956, H23 0.957
22 H -0.405 5.197 0.548  O21 0.956
23 H -1.344 4.434 -0.499  O21 0.957
24 O 1.304 0.636 -4.496  H25 0.962, H26 0.950
25 H 1.625 1.422 -4.042  O24 0.962
26 H 2.128 0.176 -4.609  O24 0.950
27 O -0.944 -2.141 0.620  H28 0.966, H29 0.969
28 H -1.689 -2.451 1.152  O27 0.966
29 H -0.765 -1.311 1.088  O27 0.969
30 O -0.107 -1.082 4.555  H31 0.972, H32 0.972
31 H -0.058 -0.433 5.277  O30 0.972
32 H 0.781 -1.431 4.742  O30 0.972
33 O -3.920 -0.587 -0.732  H34 0.954, H35 0.967
34 H -4.456 -1.369 -0.634  O33 0.954
35 H -4.271 -0.356 -1.603  O33 0.967
36 O 0.743 -3.608 -1.339  H37 0.945, H38 0.959
37 H -0.099 -3.258 -1.091  O36 0.945
38 H 0.830 -4.489 -0.971  O36 0.959
39 O 2.920 -1.940 -2.144  H40 0.960, H41 0.974
40 H 2.144 -1.632 -2.618  O39 0.960
41 H 2.413 -2.653 -1.716  O39 0.974
42 O 2.282 3.626 -1.672  H43 0.954, H44 0.961
43 H 1.342 3.793 -1.657  O42 0.954
44 H 2.415 2.747 -1.308  O42 0.961
45 O -2.584 -2.925 -1.354  H46 0.957, H47 0.979
46 H -2.155 -3.188 -2.169  O45 0.957
47 H -1.801 -2.659 -0.829  O45 0.979

Charges computed using Löwdin, reported in e: number 1, C, carries 0.002; number 2, C, carries -0.201; number 3, C, carries -0.121; number 4, C, carries -0.069; number 5, C, carries -0.315; number 6, C, carries 0.042; number 7, C, carries -0.069; number 8, H, carries 0.052; number 9, H, carries 0.064; number 10, H, carries 0.098; number 11, H, carries 0.085; number 12, H, carries 0.117; number 13, H, carries 0.042; number 14, H, carries 0.073; number 15, H, carries 0.034; number 16, H, carries 0.065; number 17, H, carries 0.088; number 18, O, carries -0.036; number 19, H, carries 0.012; number 20, H, carries 0.008; number 21, O, carries -0.041; number 22, H, carries 0.040; number 23, H, carries 0.026; number 24, O, carries -0.049; number 25, H, carries 0.029; number 26, H, carries 0.020; number 27, O, carries -0.053; number 28, H, carries 0.088; number 29, H, carries 0.026; number 30, O, carries -0.070; number 31, H, carries 0.049; number 32, H, carries 0.048; number 33, O, carries -0.052; number 34, H, carries 0.031; number 35, H, carries 0.056; number 36, O, carries -0.019; number 37, H, carries -0.011; number 38, H, carries 0.067; number 39, O, carries -0.073; number 40, H, carries 0.021; number 41, H, carries -0.010; number 42, O, carries -0.057; number 43, H, carries 0.003; number 44, H, carries 0.010; number 45, O, carries -0.067; number 46, H, carries 0.037; number 47, H, carries -0.022